Formula: CH3N4Si
Source: OMol25
Level of theory: ωB97M-V/def2-TZVPD

Atoms and positions in Å:
C 0.01241 0.30209 0.28017
N -0.27273 1.50887 2.00712
N -0.69872 0.39674 1.41921
N 0.99059 1.32216 0.29323
N 0.77242 2.00115 1.36831
Si -0.21176 -0.97518 -1.02265
H 0.53513 -2.22383 -0.89712
H 0.33367 -0.66939 -2.27618
H -1.46101 -1.66262 -1.17209

Output
HOMO-LUMO gap (eV): 8.74
Charge: -1
Max |F| (Eh/bohr): 0.0530
Electronic energy (eV): -14923.1664
ΔE to the lowest compared entry with this formula, charge and spin (eV): 0.537
LUMO energy (eV): 3.9

What are the natural (NBO) partial charges on each atom? They are as follows, in elementary charge units:
1. C -0.252
2. N -0.195
3. N -0.338
4. N -0.343
5. N -0.155
6. Si 0.878
7. H -0.215
8. H -0.192
9. H -0.187